Entry 1:
11
Properties=species:S:1:pos:R:3:forces:R:3 method="wB97M-V/def2-TZVPD" largest_force_ev_per_a=1.13 gap_ev="7.91 / 7.91" spin_multiplicity=1 total_charge=0 e_above_lowest_kj_mol=533.1
C -2.08042 -0.09374 0.13304 -0.6097 0.0230 -0.1632
C 0.11207 -0.32865 0.35891 -0.5108 0.0683 0.3385
C 1.05097 0.37379 -0.27280 0.1868 -0.0692 0.1717
N 2.35616 -0.17251 -0.17959 0.2440 -0.3853 0.0392
N 2.60866 -1.15982 0.49442 0.1584 0.3194 -0.4594
N -0.93666 -0.65318 0.85985 0.8214 0.7601 -0.1776
H -1.95366 -0.12332 -0.95598 -0.1285 -0.2036 0.1592
H -2.06934 0.95977 0.44256 -0.4140 -0.2264 -0.1517
H -3.00076 -0.55828 0.46095 -0.1224 -0.0896 -0.1216
H 0.83780 1.36232 -0.67272 0.2342 0.0166 0.4697
H 3.07517 0.39362 -0.66865 0.1406 -0.2132 -0.1048

Entry 2:
16
Properties=species:S:1:pos:R:3:forces:R:3 method="wB97M-V/def2-TZVPD" largest_force_ev_per_a=3.45 gap_ev="10.75 / 11.64" spin_multiplicity=2 s_squared=0.787 total_charge=0 e_above_lowest_kj_mol=0.0
O 1.81122 -1.46725 -0.09910 -2.7570 1.9309 0.7435
V 0.49554 -0.59427 0.02043 2.6888 -0.9719 -1.5255
P -0.71930 -0.38527 -2.56920 -1.8035 0.3642 -1.3339
F 0.05041 -1.61345 -1.82199 0.3560 -1.6750 -0.0981
F 0.51628 0.52221 -1.93413 0.5627 0.3771 1.0844
F 0.11061 -0.57740 -3.88633 -0.4314 -0.0597 0.2676
F -1.50197 0.90115 -3.00680 0.5677 0.1371 -0.0008
F -1.94084 -1.30495 -2.97458 0.7720 -0.1487 0.0770
F -1.37836 -0.23793 -1.00553 -0.1573 0.3886 0.9383
P 0.36296 0.71674 2.55796 0.7403 1.1081 2.9503
F 0.61508 1.17903 0.93604 0.2895 0.3276 -1.0077
F -0.56597 -0.46359 1.81631 -0.2840 -1.3452 -0.8423
F 1.63614 -0.24493 2.30733 -0.1880 -0.2332 -0.1559
F 0.12142 0.07913 3.97824 -0.3651 0.0750 -0.4912
F 1.30748 1.85611 3.09704 -0.2859 -0.0090 -0.5254
F -0.92069 1.63467 2.58432 0.2954 -0.2660 -0.0801

Entry 3:
82
Properties=species:S:1:pos:R:3:forces:R:3 method="wB97M-V/def2-TZVPD" largest_force_ev_per_a=2.70 gap_ev="6.59 / 6.59" spin_multiplicity=1 total_charge=+3 e_above_lowest_kj_mol=118.4
Ta -0.00946 0.00026 -0.04163 -1.8919 1.3369 -1.3806
Se -3.13000 2.33435 -7.12816 -0.1708 0.1342 -0.3900
N -3.72128 2.43526 -5.46920 -0.0475 0.0025 0.1135
C -2.81395 1.87406 -4.71246 0.1944 -0.0868 0.0765
C -2.93639 1.73780 -3.26781 -0.0768 0.0235 -0.1061
C -4.06419 2.16714 -2.57264 -0.0402 0.0443 -0.1333
C -4.11430 1.97277 -1.21163 -0.0519 -0.0354 0.0397
C -3.04678 1.35378 -0.58196 -0.0808 0.0114 -0.0304
N -1.95471 0.94069 -1.22815 0.6297 -0.1861 0.3008
C -1.89397 1.14065 -2.55912 -0.0717 -0.0296 0.0083
C -0.69888 0.67945 -3.23526 0.0234 -0.0512 -0.0528
N 0.27566 0.16283 -2.46249 0.3648 -0.3022 0.7131
C 1.34646 -0.35511 -3.06818 0.0086 0.0637 -0.1191
C 1.50768 -0.37976 -4.44655 0.0265 -0.0072 0.0140
C 0.53302 0.17762 -5.23841 -0.0394 0.0458 -0.1282
C -0.58881 0.73284 -4.62482 -0.0510 0.0310 -0.0841
C -1.65886 1.36234 -5.38557 -0.0476 -0.0057 0.1855
N -1.63482 1.51057 -6.68582 0.0945 -0.0706 0.0669
H -4.87157 2.63821 -3.12005 0.0049 -0.0074 0.0332
H -4.96910 2.28799 -0.62917 0.0179 -0.0222 -0.0018
H -3.06704 1.18854 0.47971 -0.0058 0.0882 -0.0010
H 2.09793 -0.79542 -2.43613 -0.0271 -0.0522 -0.0444
H 2.38903 -0.84080 -4.87163 -0.0234 0.0108 0.0141
H 0.60142 0.19084 -6.31942 0.0324 0.0139 0.0310
N 4.28214 -0.45239 1.81205 -0.0690 0.1688 -0.1120
C 3.28518 0.67306 1.55684 -0.4369 -0.0760 -0.0687
C 3.89208 2.02307 1.92485 0.1476 -0.0465 -0.0237
P 2.68064 0.57788 -0.15544 0.8794 0.0011 -0.2710
O 3.98946 0.84396 -0.96582 0.0234 0.1157 -0.0338
O 2.09512 -0.81811 -0.32825 -0.6984 0.4464 0.1401
O 1.52750 1.52462 -0.43883 -0.0879 -0.2987 0.5851
P 1.83883 0.20050 2.68169 0.1180 -0.3815 0.2372
O 1.34081 1.55336 3.31704 0.0305 -0.0003 0.0547
O 2.42843 -0.76146 3.62617 -0.0896 0.0401 -0.1041
O 0.67618 -0.28998 1.77391 0.3448 0.4119 0.6100
H 4.25871 -1.18991 1.10459 -0.0229 -0.0398 -0.0315
H 3.97249 -0.88102 2.71362 0.0078 -0.0717 0.1969
H 5.24037 -0.10710 1.88703 0.0393 0.0509 -0.0273
H 4.76450 2.23690 1.30485 0.0039 -0.0171 0.0124
H 4.19245 2.04113 2.97399 -0.0175 0.0069 -0.0058
H 3.16476 2.81766 1.77013 -0.0362 -0.0193 0.0082
H 3.95812 1.13564 -1.88998 -0.0174 -0.0436 0.0163
H 1.56896 1.63084 4.25773 0.0295 0.0232 -0.0497
C -4.11277 -2.35574 1.71604 0.0321 0.0168 -0.0500
C -3.00410 -1.47579 1.37590 -0.3505 -0.2548 0.3076
N -2.12565 -0.79007 1.11496 0.9414 0.0918 -0.5209
H -5.01677 -2.03561 1.19827 0.0314 0.0416 -0.0131
H -4.29093 -2.34437 2.79094 0.0579 0.0520 0.0091
H -3.87133 -3.37482 1.40967 0.0616 0.0355 -0.0171
C -2.00347 1.24456 3.38289 0.0404 0.0897 -0.0332
N -1.34316 2.50595 3.10133 -0.1947 -0.0470 0.1402
C -1.00182 3.28652 4.29087 0.0045 -0.0515 0.0075
C -0.93071 2.85400 1.87728 0.2467 0.1171 -0.0736
N -0.74780 1.98564 0.87258 0.3828 -0.6576 -0.1015
N -0.69989 4.17455 1.65716 0.0615 0.0149 -0.0087
C 0.16851 4.62703 0.57646 -0.0376 -0.0143 0.0441
C -1.58625 5.21661 2.18926 0.0123 -0.0177 -0.0235
H -2.81421 1.41952 4.08980 0.0019 0.0133 0.0183
H -1.31434 0.51703 3.82120 0.0151 0.0057 -0.0204
H -2.41186 0.83414 2.47096 -0.0071 0.1244 0.1138
H -0.68244 2.59287 5.07068 -0.0136 -0.0112 -0.0134
H -1.85643 3.84191 4.67597 -0.0115 0.0001 -0.0017
H -0.18978 3.97702 4.08242 -0.0161 0.0003 -0.0491
H -0.62230 2.53894 0.03244 -0.2056 0.0809 -0.0205
H -0.39263 4.83982 -0.34014 -0.0002 -0.0170 0.0038
H 0.94225 3.89167 0.36680 -0.0121 -0.0217 0.0163
H 0.65596 5.54977 0.88795 -0.0271 0.0215 -0.0039
H -2.43996 4.77605 2.69480 0.0199 -0.0243 0.0055
H -1.96153 5.81284 1.35658 0.0140 -0.0069 -0.0173
H -1.06056 5.88112 2.87450 0.0088 -0.0150 0.0185
Se -0.79702 -2.18193 -0.83160 -0.0178 -0.8905 0.2573
C 0.29239 -3.33492 -1.91615 0.0010 0.4421 0.0002
C -0.45207 -4.21108 -2.69722 0.0681 0.0119 -0.0616
C 0.21442 -5.13511 -3.48730 -0.0412 -0.0446 -0.0506
C 1.60181 -5.18332 -3.48474 0.0271 0.0127 -0.0088
C 2.32980 -4.31628 -2.67883 -0.0204 0.0112 0.0240
C 1.68006 -3.37923 -1.88625 0.0176 -0.2727 -0.1176
H -1.53402 -4.17729 -2.67836 0.0079 -0.0258 -0.0534
H -0.35508 -5.82280 -4.09899 0.0277 0.0117 0.0101
H 2.11820 -5.90610 -4.10290 -0.0204 0.0004 0.0279
H 3.41058 -4.37903 -2.65474 -0.0245 -0.0083 -0.0192
H 2.24425 -2.72980 -1.24119 -0.0007 -0.0349 0.0169

Entry 4:
51
Properties=species:S:1:pos:R:3:forces:R:3 method="wB97M-V/def2-TZVPD" largest_force_ev_per_a=5.90 gap_ev=6.45 spin_multiplicity=1 total_charge=-1 e_above_lowest_kj_mol=31.1
Y 0.56857 -2.54769 0.39633 3.0018 0.8143 -0.0865
C -0.23143 -0.11869 -0.06967 2.8128 0.9794 -2.9803
O 1.02457 -0.48169 -0.37867 -2.3505 -1.4939 1.7551
O -0.89843 -1.02769 0.48433 -2.1188 -1.0089 1.2829
O -0.66343 0.91631 -0.56067 -0.5112 0.4098 1.5481
C 2.58257 -1.79469 1.88533 5.5413 -1.7448 1.0098
O 2.79057 -2.40269 0.64233 -2.6291 0.2388 1.6467
O 1.34757 -1.53369 2.18833 0.0723 -0.9020 -0.6823
O 3.60557 -1.69869 2.62433 -3.3164 0.5273 -1.5460
O 1.49357 -2.81369 -1.79567 1.0086 -1.0813 0.3644
H 1.00357 -3.20269 -2.51767 -0.1205 0.1650 -0.5859
H 2.44857 -3.07069 -1.88567 -0.9072 0.7542 0.1509
O 0.72957 1.20231 2.43033 -0.2984 -0.2363 0.2080
H 0.37257 0.32831 2.62333 0.0047 0.0835 0.6775
H 1.22657 1.08631 1.62133 0.7868 0.6315 -0.0138
O 1.53557 0.71731 -2.39767 0.1576 1.6169 -2.8624
H 1.25657 0.33431 -1.57667 0.0649 -0.3767 0.7200
H 1.13057 1.60331 -2.42867 0.4394 -0.4112 0.1993
O -3.25743 0.24831 -0.82167 -2.4518 -0.8790 -0.6899
H -3.44243 -0.36569 -0.11367 -0.4386 0.0034 0.3829
H -2.36543 0.44031 -0.65367 2.2097 0.8899 0.2823
O 2.58557 1.24531 0.45433 0.3985 1.3223 0.0038
H 1.93457 0.57531 0.22933 0.2501 -0.3649 -0.6542
H 3.30057 0.75631 0.83233 0.8475 -0.3897 0.6295
O -0.79643 -0.95469 -3.18867 0.7820 -0.7078 -0.9880
H 0.05457 -0.53169 -3.45667 -0.6765 -0.1427 0.8302
H -1.02343 -0.59869 -2.33267 -0.0538 0.5318 0.0835
O -0.42243 -0.96969 3.88833 -0.2632 -0.5974 -0.1385
H -1.17743 -0.92969 3.25833 0.5816 0.0462 0.6509
H 0.36557 -1.39069 3.45633 -0.9671 0.5669 0.4475
O -1.57643 1.88131 -2.67067 -1.2417 0.7047 0.2742
H -1.22243 1.51731 -1.83967 0.2618 0.3223 -0.8340
H -0.97043 1.68631 -3.36467 0.6348 -0.3041 -0.5699
O 0.13957 3.77131 -0.39667 0.8189 -0.3063 -0.3648
H -0.32943 2.94331 -0.22967 0.0983 0.3553 0.0607
H -0.45643 4.45731 -0.11467 -0.4446 0.0876 0.2014
O -1.18643 -3.36769 -0.91967 2.1989 -2.1917 0.3252
H -1.00643 -4.30669 -1.12667 -0.0539 0.4798 -0.1232
H -2.07443 -3.28769 -1.14767 -2.6282 0.9623 -0.6015
O -2.51443 3.18431 -0.03067 -1.4982 0.0840 -0.1606
H -3.36843 3.43631 0.37833 0.7793 -0.2221 -0.1876
H -2.78343 2.56131 -0.72867 0.1413 0.2613 0.1158
O -1.36643 2.72231 2.44833 0.8102 -0.0624 1.0635
H -1.68843 2.59131 1.57033 -0.4807 0.0006 -0.9176
H -0.49743 2.22831 2.44533 -0.8231 0.5204 0.1908
O -2.65643 -0.40469 2.20633 -1.2270 -0.6506 0.5407
H -1.99743 -0.59469 1.53333 0.5065 0.3802 -0.4804
H -3.22143 -1.18769 2.11533 -0.1284 0.3100 0.4058
O 4.12457 -1.23669 -1.20267 -0.3821 1.3371 0.0800
H 3.43257 -1.35969 -0.50967 0.7477 -0.5063 -0.2472
H 4.14057 -0.25569 -1.25267 0.0538 -0.8068 -0.4168